{
  "formula": "C44H46BN9O7STi",
  "method": "wB97M-V/def2-TZVPD",
  "elements": ["Ti", "N", "C", "C", "O", "N", "C", "C", "O", "O", "H", "H", "H", "H", "H", "H", "C", "C", "C", "C", "N", "N", "B", "N", "N", "C", "C", "C", "C", "C", "C", "C", "C", "C", "C", "N", "N", "C", "C", "C", "C", "C", "C", "C", "C", "C", "C", "C", "C", "C", "C", "C", "C", "H", "H", "H", "H", "H", "H", "H", "H", "H", "H", "H", "H", "H", "H", "H", "H", "H", "H", "H", "H", "H", "H", "H", "H", "H", "H", "H", "H", "C", "C", "C", "C", "C", "C", "C", "S", "O", "O", "N", "C", "C", "C", "O", "O", "H", "H", "H", "H", "H", "H", "H", "H", "H", "H", "H", "H"],
  "xyz": [[0.498, 0.294, 0.650], [2.474, 0.458, -0.595], [2.489, -0.675, -1.547], [2.076, -1.943, -0.796], [2.679, -3.009, -1.076], [1.154, -1.734, 0.126], [1.169, -2.615, 1.281], [1.519, -1.768, 2.525], [1.713, -2.322, 3.615], [1.601, -0.508, 2.311], [3.107, 0.259, 0.176], [2.814, 1.312, -1.027], [1.780, -0.461, -2.347], [3.478, -0.866, -1.966], [0.208, -3.107, 1.457], [1.918, -3.404, 1.188], [-1.859, 4.915, 3.114], [-1.412, 4.209, 1.876], [-1.551, 4.589, 0.562], [-0.941, 3.557, -0.180], [-0.478, 2.615, 0.630], [-0.769, 3.024, 1.885], [-0.337, 2.205, 3.110], [-1.107, 0.860, 3.145], [-1.173, -0.005, 2.099], [-1.935, -1.015, 2.507], [-2.388, -0.797, 3.815], [-1.839, 0.406, 4.187], [-2.080, 1.146, 5.463], [-2.245, -2.215, 1.687], [-2.121, -2.214, 0.306], [-2.357, -3.370, -0.426], [-2.750, -4.538, 0.212], [-2.900, -4.541, 1.592], [-2.643, -3.388, 2.322], [1.221, 2.110, 3.102], [1.930, 2.399, 1.992], [3.206, 2.300, 2.328], [3.340, 1.930, 3.673], [2.045, 1.797, 4.122], [1.545, 1.300, 5.430], [4.220, 2.558, 1.293], [3.905, 3.366, 0.200], [4.834, 3.578, -0.808], [6.094, 2.997, -0.735], [6.415, 2.196, 0.350], [5.481, 1.974, 1.356], [-0.756, 3.530, -1.642], [0.279, 2.810, -2.226], [0.438, 2.798, -3.605], [-0.421, 3.523, -4.417], [-1.448, 4.259, -3.841], [-1.614, 4.260, -2.464], [-2.390, 5.826, 2.835], [-1.017, 5.186, 3.754], [-2.531, 4.294, 3.710], [-1.997, 5.500, 0.196], [-0.649, 2.803, 4.109], [-3.040, -1.418, 4.407], [-2.743, 0.548, 6.090], [-2.558, 2.111, 5.282], [-1.168, 1.333, 6.025], [-1.804, -1.311, -0.196], [-2.192, -3.361, -1.498], [-2.921, -5.441, -0.364], [-3.193, -5.447, 2.111], [-2.712, -3.419, 3.403], [4.241, 1.746, 4.238], [2.373, 1.190, 6.130], [1.079, 0.318, 5.296], [0.815, 1.985, 5.865], [2.913, 3.800, 0.147], [4.568, 4.196, -1.659], [6.814, 3.158, -1.528], [7.387, 1.721, 0.407], [5.716, 1.317, 2.185], [0.928, 2.219, -1.594], [1.217, 2.183, -4.038], [-0.301, 3.500, -5.494], [-2.135, 4.817, -4.468], [-2.436, 4.809, -2.019], [1.055, -5.870, -1.744], [0.015, -5.177, -2.577], [0.288, -3.919, -3.116], [-0.674, -3.242, -3.847], [-1.928, -3.816, -4.029], [-2.218, -5.069, -3.515], [-1.236, -5.745, -2.799], [-3.197, -2.863, -4.812], [-2.728, -2.348, -6.070], [-4.382, -3.680, -4.780], [-3.443, -1.580, -3.843], [-2.916, -0.214, -4.079], [-2.476, 0.399, -2.759], [-1.034, 0.080, -2.338], [-0.232, -0.273, -3.216], [-0.808, 0.248, -1.107], [1.898, -6.194, -2.361], [0.639, -6.745, -1.241], [1.467, -5.179, -1.005], [1.246, -3.451, -2.907], [-0.467, -2.243, -4.209], [-3.204, -5.492, -3.653], [-1.459, -6.720, -2.377], [-3.524, -1.844, -2.869], [-3.707, 0.380, -4.541], [-2.069, -0.254, -4.758], [-3.158, 0.125, -1.948], [-2.519, 1.492, -2.816]],
  "forces_ev_per_a": [[0.49, 0.20, -0.86], [-0.03, 0.03, -0.10], [-0.09, 0.04, 0.09], [0.03, -0.06, -0.07], [-0.08, 0.06, 0.08], [0.08, -0.14, 0.28], [0.01, 0.03, -0.08], [0.11, 0.02, 0.16], [-0.09, -0.02, -0.15], [-0.02, -0.02, 0.20], [0.00, -0.02, 0.01], [-0.01, -0.10, -0.01], [-0.03, -0.03, -0.01], [0.07, 0.03, -0.04], [0.01, 0.02, 0.00], [0.04, -0.04, -0.02], [-0.02, 0.02, 0.01], [-0.02, 0.00, 0.00], [0.00, 0.06, -0.01], [0.05, 0.07, -0.23], [-0.14, -0.18, 0.30], [0.06, -0.08, 0.02], [0.11, 0.13, 0.11], [0.10, 0.24, 0.22], [0.02, -0.05, 0.46], [-0.32, -0.59, -0.40], [0.03, 0.08, 0.14], [-0.19, 0.00, -0.03], [-0.04, 0.00, 0.02], [0.10, 0.43, 0.30], [-0.01, -0.01, -0.25], [0.06, 0.13, 0.08], [-0.03, -0.07, -0.03], [0.02, 0.13, 0.06], [-0.04, -0.27, 0.06], [-0.16, -0.07, -0.12], [-0.26, 0.04, 0.08], [0.13, 0.01, -0.25], [0.15, -0.08, 0.06], [-0.08, -0.05, 0.05], [-0.03, -0.03, 0.04], [-0.08, -0.03, 0.19], [0.07, 0.07, -0.15], [-0.13, 0.01, 0.07], [0.06, 0.01, -0.06], [-0.06, -0.05, 0.11], [0.16, 0.01, -0.03], [-0.08, 0.04, 0.16], [0.07, -0.05, -0.15], [0.04, -0.06, 0.14], [-0.02, 0.03, -0.05], [0.00, 0.00, 0.04], [-0.06, 0.01, -0.09], [0.01, 0.00, 0.00], [0.00, -0.02, -0.03], [0.01, 0.01, -0.02], [0.02, -0.02, -0.01], [-0.04, -0.03, -0.03], [0.01, 0.00, -0.02], [-0.01, 0.00, -0.02], [0.01, 0.00, 0.00], [0.04, -0.01, -0.02], [0.03, 0.03, -0.02], [-0.02, -0.02, 0.05], [0.01, 0.03, 0.02], [0.01, 0.00, -0.02], [0.01, 0.02, -0.02], [-0.03, 0.00, -0.03], [0.01, -0.01, -0.02], [0.03, 0.02, -0.02], [0.00, 0.02, 0.00], [0.02, 0.00, 0.01], [0.01, 0.00, 0.01], [0.00, 0.00, 0.00], [0.00, 0.00, -0.01], [0.00, 0.01, -0.02], [-0.01, 0.01, 0.02], [-0.01, 0.02, -0.02], [-0.01, 0.00, 0.02], [0.00, 0.00, 0.01], [0.01, -0.01, -0.01], [0.02, -0.01, 0.06], [-0.02, -0.05, 0.03], [0.01, 0.10, -0.02], [0.05, -0.02, 0.03], [0.04, 0.11, -0.05], [0.04, -0.11, 0.02], [-0.03, 0.01, -0.06], [0.07, -0.06, -0.01], [-0.01, 0.05, -0.03], [-0.07, -0.02, -0.02], [0.12, 0.18, 0.10], [-0.04, -0.25, 0.16], [-0.08, 0.09, -0.03], [0.10, -0.31, -0.07], [-0.05, 0.11, 0.02], [-0.04, 0.24, -0.02], [-0.03, 0.00, -0.02], [0.01, 0.02, -0.01], [0.00, 0.04, -0.03], [-0.08, -0.06, 0.00], [-0.01, 0.03, 0.01], [0.02, 0.03, -0.01], [0.01, 0.04, -0.01], [-0.10, 0.02, -0.04], [-0.02, 0.00, 0.00], [0.06, -0.03, -0.04], [0.02, 0.01, 0.01], [-0.01, 0.01, -0.09]],
  "multiplicity": 3,
  "largest_force_ev_per_a": 1.0,
  "energy_ha": -3996.6649,
  "e_above_lowest_kcal_mol": 0.0,
  "lumo_ev": [4.067, 4.065],
  "homo_energy_ev": [0.0, -2.4],
  "orbital_gap_ha": [0.1476, 0.2374],
  "s_squared": 2.003,
  "charge": -2
}